No. 1
CH7NO3 | wB97M-V/def2-TZVPD

Geometry (Å):
O: -0.675 0.402 -1.413
O: -0.666 1.957 0.768
O: 0.740 -0.086 2.780
N: 0.826 -1.385 -1.551
C: -0.444 -0.776 -1.603
H: 0.527 0.501 2.019
H: -0.655 2.841 0.941
H: 1.606 -1.064 -1.055
H: -1.292 -1.392 -1.960
H: -0.039 -0.497 2.981
H: -0.770 1.732 -0.251
H: 0.842 -2.233 -1.656

Values from the calculation:
SMILES ... NC=O.O.O
Max |F| ... 11.65 eV/A
Total energy ... -8782.2672 eV
Charge ... 0
Relative energy (zero: lowest compared OMol25 entry of this formula, charge and spin) ... 29.1 kcal per mole

Atom charges from the Mulliken analysis, given in e for atoms 1 to 8: -0.5748 -0.6574 -0.6329 -0.3215 0.1358 0.3371 0.2831 0.2222

---

No. 2
CH7NO4 | wB97M-V/def2-TZVPD

Geometry (Å):
O: -2.487 0.248 -1.702
O: -0.268 -0.002 -1.441
O: 1.240 -0.860 1.438
O: 1.603 1.693 0.214
N: -1.700 -0.787 0.166
C: -1.571 -0.145 -1.037
H: 0.216 -0.763 -1.089
H: -0.941 -0.728 0.827
H: 0.774 1.847 -0.253
H: 2.036 -1.084 1.927
H: 1.397 0.022 1.041
H: 2.298 1.760 -0.447
H: -2.596 -1.202 0.355

Values from the calculation:
SMILES ... NC(=O)O.O.O
Max |F| ... 0.71 eV/A
Total energy ... -10831.5940 eV
Charge ... 0
Relative energy (zero: lowest compared OMol25 entry of this formula, charge and spin) ... 6.6 kcal per mole

Atom charges from the Mulliken analysis, given in e for atoms 1 to 8: -0.5388 -0.4817 -0.6653 -0.7108 -0.3296 0.6490 0.3200 0.2242

---

No. 3
CH7NO4 | wB97M-V/def2-TZVPD

Geometry (Å):
O: -2.225 -0.435 -2.178
O: -0.825 2.397 1.343
O: -1.010 -0.234 -0.250
O: 4.466 -2.868 3.428
N: -0.244 0.851 -2.099
C: -1.293 0.003 -1.495
H: 0.554 0.806 -1.523
H: -0.208 3.028 1.814
H: 4.644 -1.926 3.548
H: -0.218 0.830 -3.113
H: 3.456 -3.022 3.255
H: -1.311 2.873 0.699
H: -0.697 0.562 0.247

Values from the calculation:
SMILES ... NC(=O)O.O.O
Max |F| ... 5.35 eV/A
Total energy ... -10830.6578 eV
Charge ... 0
Relative energy (zero: lowest compared OMol25 entry of this formula, charge and spin) ... 28.2 kcal per mole

Atom charges from the Mulliken analysis, given in e for atoms 1 to 8: -0.5531 -0.6726 -0.4294 -0.6561 -0.4647 0.6558 0.2183 0.3301

---

No. 4
CH7NOS2 | wB97M-V/def2-TZVPD

Geometry (Å):
S: -2.736 -0.515 -0.323
S: -2.462 1.079 1.042
O: 1.649 -1.289 -0.851
N: 1.043 0.324 0.831
C: 1.352 0.070 -0.604
H: 2.230 0.664 -0.838
H: -3.975 -0.170 -0.697
H: 0.471 0.352 -1.179
H: 0.820 -1.743 -0.883
H: 1.786 0.831 1.279
H: -1.120 0.972 0.936
H: 0.942 -0.575 1.287

Values from the calculation:
SMILES ... NCO.SS
Max |F| ... 1.23 eV/A
Total energy ... -26357.9812 eV
Charge ... 0
Relative energy (zero: lowest compared OMol25 entry of this formula, charge and spin) ... 6.7 kcal per mole

Atom charges from the Mulliken analysis, given in e for atoms 1 to 8: -0.2076 -0.1723 -0.5374 -0.4947 -0.2093 0.2926 0.1537 0.2152

---

No. 5
CH7NOS2 | wB97M-V/def2-TZVPD

Geometry (Å):
S: 3.396 -1.125 0.078
S: 2.370 -2.356 1.438
O: -1.667 0.498 -1.759
N: -0.960 1.330 0.230
C: -2.073 0.672 -0.436
H: 3.517 -0.216 1.068
H: -0.765 2.234 -0.149
H: -0.458 1.019 1.033
H: 2.484 -3.461 0.459
H: -0.700 0.404 -1.671
H: -2.936 1.270 -0.430
H: -2.208 -0.268 0.139

Values from the calculation:
SMILES ... NCO.SS
Max |F| ... 3.27 eV/A
Total energy ... -26357.3603 eV
Charge ... 0
Relative energy (zero: lowest compared OMol25 entry of this formula, charge and spin) ... 21.1 kcal per mole

Atom charges from the Mulliken analysis, given in e for atoms 1 to 8: -0.1543 -0.1825 -0.5473 -0.4672 -0.1022 0.1554 0.1657 0.1546

---

No. 6
CH7NS2 | wB97M-V/def2-TZVPD

Geometry (Å):
S: 0.029 1.007 -2.860
S: 0.591 -1.039 -2.753
N: -0.250 0.982 1.343
C: -0.402 -0.499 1.269
H: -0.156 -1.003 0.296
H: -0.168 1.197 2.375
H: 1.085 1.453 -2.168
H: 0.406 -1.067 1.686
H: -0.502 -1.407 -1.927
H: 0.672 1.153 0.941
H: -1.307 -0.779 1.799

Values from the calculation:
⟨S²⟩ ... 0.75
Max |F| ... 3.66 eV/A
Total energy ... -24309.7250 eV
Charge ... -1
Relative energy (zero: lowest compared OMol25 entry of this formula, charge and spin) ... 27.6 kcal per mole
Multiplicity ... 2

Atom charges from the Mulliken analysis, given in e for atoms 1 to 8: -0.4829 -0.6054 -0.5258 -0.5213 0.0135 0.2182 0.0278 0.2817

---

No. 7
CH7NS2 | wB97M-V/def2-TZVPD

Geometry (Å):
S: 2.818 -0.150 -0.681
S: 2.048 1.618 0.089
N: -1.407 -0.295 1.184
C: -1.400 -0.516 -0.285
H: 1.979 2.225 -1.104
H: -1.403 -1.590 -0.434
H: 1.882 -0.999 -0.172
H: -2.229 0.017 -0.743
H: -0.497 -0.100 -0.751
H: -0.662 -0.866 1.545
H: -1.129 0.656 1.352

Values from the calculation:
SMILES ... CN.SS
Max |F| ... 1.09 eV/A
Total energy ... -24310.5804 eV
Charge ... 0
Relative energy (zero: lowest compared OMol25 entry of this formula, charge and spin) ... 14.6 kcal per mole

Atom charges from the Mulliken analysis, given in e for atoms 1 to 8: -0.1520 -0.2063 -0.5810 -0.5661 0.1824 0.2835 0.1454 0.2904

---

No. 8
CH7NS2 | wB97M-V/def2-TZVPD

Geometry (Å):
S: 0.928 -0.193 -0.015
S: -0.755 -0.782 -1.002
N: -1.609 0.281 2.613
C: 1.460 1.225 -1.003
H: -1.912 1.094 2.112
H: -0.724 -0.105 2.349
H: -1.895 0.347 3.559
H: 1.318 2.129 -0.402
H: -1.669 0.181 -0.676
H: 0.953 1.507 -1.922
H: 2.519 1.016 -1.151

Values from the calculation:
SMILES ... CSS.N
Max |F| ... 1.29 eV/A
Total energy ... -24310.7757 eV
Charge ... 0
Relative energy (zero: lowest compared OMol25 entry of this formula, charge and spin) ... 10.1 kcal per mole

Atom charges from the Mulliken analysis, given in e for atoms 1 to 8: -0.0829 -0.1889 -0.5345 -0.7526 0.1825 0.1955 0.1759 0.2759

---

Q: Which value of max |F| does entry 1 give?
A: 11.65 eV/A

---

Please write out number 8 again, unchanged.
CH7NS2 | wB97M-V/def2-TZVPD

Geometry (Å):
S: 0.928 -0.193 -0.015
S: -0.755 -0.782 -1.002
N: -1.609 0.281 2.613
C: 1.460 1.225 -1.003
H: -1.912 1.094 2.112
H: -0.724 -0.105 2.349
H: -1.895 0.347 3.559
H: 1.318 2.129 -0.402
H: -1.669 0.181 -0.676
H: 0.953 1.507 -1.922
H: 2.519 1.016 -1.151

Values from the calculation:
SMILES ... CSS.N
Max |F| ... 1.29 eV/A
Total energy ... -24310.7757 eV
Charge ... 0
Relative energy (zero: lowest compared OMol25 entry of this formula, charge and spin) ... 10.1 kcal per mole

Atom charges from the Mulliken analysis, given in e for atoms 1 to 8: -0.0829 -0.1889 -0.5345 -0.7526 0.1825 0.1955 0.1759 0.2759